Entry 1:
DFT (wB97M-V/def2-TZVPD) results for C4H9NO in the gas phase.

* highest occupied orbital energy: -0.28298 Ha
* relative energy (zero: lowest compared OMol25 entry of this formula, charge and spin): 248.89 kJ/mol
* frontier orbital gap: 8.75 eV
* SMILES string: C=C(NC)OC

CARTESIAN COORDINATES (ANGSTROEM)
C -1.18 1.56 0.84
C -1.19 -0.15 -1.17
C -0.28 -0.29 -0.21
O -0.23 0.41 0.91
N 0.72 -1.20 -0.27
C 2.00 -1.00 0.26
H -0.77 2.32 1.50
H -1.46 2.15 -0.04
H -2.14 1.30 1.28
H -2.15 0.31 -1.06
H -1.13 -0.68 -2.11
H 0.68 -1.79 -1.08
H 2.65 -0.50 -0.46
H 2.05 -0.45 1.18
H 2.44 -1.97 0.44

Entry 2:
DFT (wB97M-V/def2-TZVPD) results for a molecular structure, C4H9NO.

* highest occupied orbital energy: -0.32563 Ha
* relative energy (zero: lowest compared OMol25 entry of this formula, charge and spin): 721.83 kJ/mol
* frontier orbital gap: 9.44 eV

CARTESIAN COORDINATES (ANGSTROEM)
C -1.53 -0.63 -0.56
C -0.61 -0.22 0.76
C 0.94 -0.28 0.59
C 0.19 1.06 0.55
H -0.65 -1.26 -1.38
H -2.79 -1.37 -0.11
H -1.84 0.72 -1.11
H -0.84 -0.38 1.83
H 1.43 -0.19 1.73
H 1.80 -1.84 -0.49
H 2.18 -0.22 -0.99
H 0.23 1.69 1.46
H -0.34 2.28 -0.92
N 1.48 -0.86 -0.61
O 0.34 1.51 -0.75

> Which of these has the highest highest occupied orbital energy?

number 1

> Which of these has the lowest frontier orbital gap?

number 1

What did the first record say?
DFT (wB97M-V/def2-TZVPD) results for C4H9NO in the gas phase.

* highest occupied orbital energy: -0.28298 Ha
* relative energy (zero: lowest compared OMol25 entry of this formula, charge and spin): 248.89 kJ/mol
* frontier orbital gap: 8.75 eV
* SMILES string: C=C(NC)OC

CARTESIAN COORDINATES (ANGSTROEM)
C -1.18 1.56 0.84
C -1.19 -0.15 -1.17
C -0.28 -0.29 -0.21
O -0.23 0.41 0.91
N 0.72 -1.20 -0.27
C 2.00 -1.00 0.26
H -0.77 2.32 1.50
H -1.46 2.15 -0.04
H -2.14 1.30 1.28
H -2.15 0.31 -1.06
H -1.13 -0.68 -2.11
H 0.68 -1.79 -1.08
H 2.65 -0.50 -0.46
H 2.05 -0.45 1.18
H 2.44 -1.97 0.44

Repeat the second record exactly.
DFT (wB97M-V/def2-TZVPD) results for a molecular structure, C4H9NO.

* highest occupied orbital energy: -0.32563 Ha
* relative energy (zero: lowest compared OMol25 entry of this formula, charge and spin): 721.83 kJ/mol
* frontier orbital gap: 9.44 eV

CARTESIAN COORDINATES (ANGSTROEM)
C -1.53 -0.63 -0.56
C -0.61 -0.22 0.76
C 0.94 -0.28 0.59
C 0.19 1.06 0.55
H -0.65 -1.26 -1.38
H -2.79 -1.37 -0.11
H -1.84 0.72 -1.11
H -0.84 -0.38 1.83
H 1.43 -0.19 1.73
H 1.80 -1.84 -0.49
H 2.18 -0.22 -0.99
H 0.23 1.69 1.46
H -0.34 2.28 -0.92
N 1.48 -0.86 -0.61
O 0.34 1.51 -0.75